Entry 1:
DFT (the ωB97M-V functional and the def2-TZVPD basis) results for 2 unconnected molecules or ions with the total composition C4H10.

Geometry as XYZ:
```
14
Properties=species:S:1:pos:R:3
C -3.96305 3.59624 -0.94777
H 1.79372 -1.15121 -0.67542
H 3.64095 -3.34980 0.05462
H 0.44064 -1.44854 1.04226
H -4.54306 4.24774 -1.69746
H 1.26947 -2.92053 1.66585
C 3.26564 -2.37791 -0.41353
H -2.73040 3.47174 -1.05641
H -4.01370 4.14282 0.02420
C 2.26218 -1.68451 0.16266
C 1.38271 -1.87369 1.41639
H 1.92175 -1.49734 2.25402
H -4.41028 2.60416 -0.62970
H 3.68342 -1.75916 -1.19972
```

The total charge is +1. Its LUMO energy (alpha / beta) is -0.209 / -0.348 hartree. As for the strongest force on any atom: 0.0741 Eh/bohr. The value obtained for the calculated total energy is -157.95636 Eh. As for the multiplicity: 2. For the energy above the lowest of the compared OMol25 structures with the same formula, charge and spin, the calculation gives 35.2 kcal per mole.

Entry 2:
DFT (the ωB97M-V functional and the def2-TZVPD basis) results for a molecular structure, C6HO6Os.

Geometry as XYZ:
```
14
Properties=species:S:1:pos:R:3
O -3.13285 -0.06769 -0.05786
O -0.01084 2.58859 2.17130
C -0.00796 1.47183 -1.42703
O -0.01263 2.20776 -2.31321
O -0.08441 -2.69551 -0.96375
C -0.00602 1.70543 1.42597
C -0.00333 -1.51111 -1.10585
O 3.13564 -0.03727 -0.06227
H 0.10335 -0.98031 -2.13074
Os 0.00115 0.18221 0.15875
C 0.00645 -1.10713 1.68006
C 1.98911 0.05081 0.02538
C -1.98719 0.03311 0.02970
O 0.00952 -1.84071 2.56955
```

The total charge is +3. Its LUMO energy (alpha / beta) is -0.536 / -0.749 hartree. As for the strongest force on any atom: 0.1657 Eh/bohr. The value obtained for the calculated total energy is -769.71084 Eh. As for the multiplicity: 5. For the energy above the lowest of the compared OMol25 structures with the same formula, charge and spin, the calculation gives 10.7 kcal per mole.

Entry 3:
DFT (the ωB97M-V functional and the def2-TZVPD basis) results for a molecular structure, C5H8N2.

Geometry as XYZ:
```
15
Properties=species:S:1:pos:R:3
N -0.51535 -1.40348 0.46943
H 2.56404 1.17055 -0.33825
H 0.28793 0.25651 1.61517
H -0.96211 -2.25036 0.78580
H 2.53648 0.98571 1.42075
H -0.50034 1.42011 -1.18444
N -2.24273 -0.94791 -1.13130
C 0.64831 -0.92010 1.05064
H -2.26362 -1.92198 -1.40627
C 0.72940 0.39186 0.43471
C -1.07060 -0.57605 -0.48228
C 1.93870 1.28116 0.55373
H 1.66480 2.33772 0.64371
C -0.33007 0.56623 -0.54158
H -2.45630 -0.35578 -1.92233
```

The total charge is 0. Its LUMO energy is 0.031 hartree. As for the strongest force on any atom: 0.0068 Eh/bohr. The value obtained for the calculated total energy is -304.73958 Eh. For the energy above the lowest of the compared OMol25 structures with the same formula, charge and spin, the calculation gives 60.2 kcal per mole.

Entry 4:
DFT (the ωB97M-V functional and the def2-TZVPD basis) results for 2 unconnected molecules or ions with the total composition C3H8NO.

Geometry as XYZ:
```
13
Properties=species:S:1:pos:R:3
H -1.44430 -2.67800 1.88436
H 0.35418 2.61307 -1.98613
H 0.44436 -2.53893 0.54077
N 0.50907 2.49525 -0.99923
H 0.25243 3.27604 -0.42771
H 1.88887 0.93175 -1.29215
C 1.35557 1.51337 -0.56832
O 0.05206 -0.70524 -0.10835
H 1.53891 1.53012 0.49540
H -1.85599 -0.95384 1.77051
C -0.27572 -1.70938 0.47247
C -1.57958 -1.84197 1.19836
H -2.46885 -2.03989 0.59305
```

The total charge is 0. Its LUMO energy (alpha / beta) is 0.042 / 0.042 hartree. As for the strongest force on any atom: 0.0233 Eh/bohr. The value obtained for the calculated total energy is -248.99805 Eh. As for the multiplicity: 2. For the energy above the lowest of the compared OMol25 structures with the same formula, charge and spin, the calculation gives 11.2 kcal per mole.

Entry 5:
DFT (the ωB97M-V functional and the def2-TZVPD basis) results for 11 unconnected molecules or ions with the total composition C62H146B2F8N7O9.

Geometry as XYZ:
```
234
Properties=species:S:1:pos:R:3
H 7.38460 -2.30212 3.15002
C 4.35134 4.47073 6.47245
C 5.46624 5.91354 9.56357
C 5.10731 -1.94332 -11.19138
H -3.49226 2.04825 -4.57545
C -3.09122 5.53020 -1.59471
C -5.43284 -7.52818 3.50431
H -6.27004 -0.08612 -0.71101
C 7.50780 -0.07608 1.35241
H 2.20498 2.61237 -2.96427
C -5.12753 3.91265 -3.23832
O -1.23544 -2.25381 4.42072
H -5.38698 0.15249 -5.26633
H 6.53467 5.98410 9.77759
N 2.65089 -0.27557 -11.63233
N 3.49941 4.85140 7.62057
H -1.36799 -0.17123 1.80308
O -0.60407 3.29457 -3.75572
C 0.89056 1.59706 -11.09974
C -2.34757 -1.59886 4.58757
C 5.15649 4.48308 9.35185
H 4.33461 0.64250 -10.81566
H -2.45530 3.44375 -6.11145
H 1.55409 4.81074 8.15636
H 7.96177 1.20138 4.42717
C 3.73685 4.13603 8.84687
H -0.85538 2.79348 1.89633
H -3.24910 -5.27947 1.81591
F -4.34918 -1.58404 -1.54547
H -2.23665 2.09801 -3.25955
H 2.97753 0.39510 -9.67278
O 1.74763 -1.60786 -1.16112
H -1.46312 -0.53633 6.19849
H 5.30172 4.79268 6.72170
C -2.52573 -5.08526 4.45624
H 8.10400 -2.26745 1.11350
H 3.97773 4.89828 5.55399
H 6.47205 -2.05558 5.40364
H 4.98053 -0.97199 -9.19376
H 9.42434 -2.58186 -0.94111
C 1.69113 -1.37448 -11.28366
C -4.09735 1.17945 -2.76203
H -2.01048 4.56971 -4.18916
O 9.25118 -0.90613 0.11225
H -7.35223 -0.02128 -2.13353
C -4.03149 -6.98156 3.72312
H -9.82978 -2.41181 -0.20971
C 2.06602 4.70001 7.19490
C 3.75881 6.29510 7.89261
C 1.72406 3.29814 6.64529
C -1.45531 1.94826 1.41042
H -3.32154 -7.26579 2.93112
H 0.21891 -2.88482 -1.82964
H 5.24076 -2.99479 -10.94584
C -5.10886 0.50182 2.15460
C -4.83201 -4.76959 4.69762
C -0.33127 -6.84529 1.96391
H 1.85594 3.89026 -3.99005
H 2.06378 4.27284 -2.33833
H -3.86463 -3.67772 2.57142
H -3.55711 5.62730 -4.20461
C 1.32451 -2.74056 -1.94569
H -0.90382 2.95493 -10.95913
H -5.29975 1.57098 2.07698
F -2.47296 -3.00012 -1.70362
O -5.37502 0.95707 -3.32462
H 0.29014 0.75514 -10.72522
H -4.20399 1.55825 -1.72831
H -1.43005 -4.46854 2.68229
H -5.25902 4.97324 -3.13355
H -0.82183 2.17169 -12.45487
H 0.01267 2.17777 5.98795
H -2.36346 -5.66685 5.35466
H 5.86537 3.95121 8.67494
C 7.05046 -1.20866 5.04156
H -1.87926 0.44308 4.64356
H -5.57524 3.35825 -2.41991
H 0.71454 -0.34429 -2.50409
H -5.35495 -1.54342 0.56132
H 3.61468 -2.00808 -9.58015
H 2.71215 1.85499 -12.04181
C 3.44757 -0.62849 -12.83705
H 5.88906 6.37286 7.56345
H -3.18988 5.57742 -0.52833
H -0.73944 -0.66807 -0.44777
H 3.54468 6.72455 6.92578
H 9.38083 -0.60397 4.16277
H -4.17574 3.45437 -5.94224
H -8.23770 -1.42365 1.51965
C -6.17277 -1.38686 1.30662
H 8.03514 0.83481 1.02292
N -3.68604 3.69733 -3.24859
H -2.10474 3.52030 -1.90923
H -2.18816 6.05307 -2.01553
H 2.16794 2.43522 7.14685
H 2.52269 0.98657 0.71083
B 3.99722 1.55240 4.02636
H -3.57449 -7.35218 4.58320
B -3.33860 -2.45220 -0.81682
H -4.70803 -3.70451 4.66071
H -5.76758 -1.97569 2.13913
C 1.13670 -0.35611 -1.49645
H 0.80481 -2.89942 1.88391
C 1.66707 3.53666 -3.00130
C 0.21860 -2.00045 1.78806
H -5.66049 -4.24883 6.50799
H -2.57715 -4.02162 4.53943
H 5.96976 -1.20896 3.21978
H 0.66056 -6.79629 2.47717
H -5.31672 -8.65345 3.47915
H -6.44153 -0.52760 -4.12942
C 0.16921 3.16869 6.41100
H 0.41850 3.43740 -12.01827
H -1.45982 2.09137 0.36360
O -6.32811 -0.06738 1.68794
H -0.55220 -7.85290 1.64718
C 3.60094 -0.05733 -10.45391
H 2.99288 6.62530 8.61198
H -6.16317 -2.51270 -1.26884
H -0.35272 -5.02324 3.90063
H 6.44255 0.16550 1.40510
F 4.41269 2.80603 3.56208
H 7.25821 -1.47581 -0.19937
H -5.76774 -7.11129 2.52532
H 1.50951 -2.55412 -3.04399
C 4.22725 -1.92692 -12.52611
O -0.19749 3.12806 -1.59339
H -3.43800 4.86029 -6.56987
C -4.85034 -4.96472 6.21297
H -4.79874 0.30466 3.18862
H 1.93455 0.38388 -1.43540
H -7.81741 0.58691 -0.56551
H -9.80916 -0.72276 -0.14040
C -7.29582 -0.17533 -1.04860
C 9.29606 -0.47823 3.07966
H -0.41428 -2.09263 0.89331
H -0.16807 3.97535 5.71165
H -9.51446 -1.99584 -2.90631
H 1.95739 5.49743 6.47416
H -5.84949 -4.99220 4.28510
C 5.13503 6.62955 8.30316
H 10.05840 1.63639 2.99071
C 1.56189 1.45905 0.86433
C -3.25610 4.08269 -5.85291
O -1.34624 -6.56945 2.92982
H 8.08879 -1.25201 5.44949
C 7.01050 -1.32174 3.52071
C -7.52558 -1.93415 0.87012
H 3.58169 3.04348 8.70113
H 2.26292 -2.28766 -10.97774
C 0.09676 0.01013 -0.53301
C -3.94183 -4.80678 2.45595
H 9.60208 -1.45608 2.62221
C -7.27378 -2.54543 -1.52275
H 2.80167 -0.84608 -13.66000
C -7.77265 -3.97265 -1.58298
H -11.04264 -1.62377 -2.09604
C 0.16224 3.33481 -2.82838
F -2.71082 -1.54609 0.08541
H -4.00020 6.03943 -1.92578
H 2.87105 4.48736 9.42551
H -5.47180 3.65256 -4.24808
C 7.50609 1.14298 3.44583
H 1.72392 -0.58136 2.46804
C -3.04075 4.03929 -1.87325
H -0.29990 0.83311 2.74041
H -8.73314 -4.03319 -1.15712
H 11.24005 0.23251 3.11561
F -4.17629 -3.38043 -0.10464
H 1.60099 2.02521 1.76948
H -2.43352 1.83598 1.77998
F 4.15625 0.58844 2.94288
H -0.32631 0.92949 -0.78662
H -7.30118 -2.11471 -2.55057
H 6.39477 1.21065 3.52384
C 1.94344 1.01674 -12.09572
H -4.80302 -0.98785 -4.00883
C -2.17944 -0.34061 5.39130
H -9.94814 -0.35666 -2.31529
C 1.26589 -0.88025 1.53024
H 6.46312 -0.35222 5.40714
C 10.28440 0.59223 2.70417
H 2.23850 3.37824 5.65616
H -0.47420 3.24430 7.26875
C -9.51219 -1.55155 -0.72194
H 6.04169 -1.40685 -11.33682
F 4.71819 1.08922 5.16635
H -3.52322 0.19577 -2.71297
H 1.42707 2.06943 0.00976
H -3.23902 -0.19214 5.73666
H 10.57551 -2.42868 0.44407
H 5.21252 7.74319 8.40952
H 4.09906 0.19448 -13.12315
H -3.87922 -4.50676 6.56004
C 7.99813 -1.27460 0.58112
H -0.30077 -6.17897 1.14020
H -6.10795 -7.42577 4.36880
H -7.51118 -3.04824 0.92753
H 5.19145 3.87207 10.24988
H 5.02204 -2.09769 -13.35143
C -0.66465 0.68490 1.74474
C -0.10484 2.60909 -11.68887
H 10.49460 0.52339 1.62602
C -3.06368 4.57914 -4.29846
H -4.32565 0.09956 1.47161
C -9.99291 -1.42795 -2.15143
F 2.65107 1.53311 4.27280
N 7.81676 -0.21304 2.87531
C -1.31445 -5.23807 3.44917
C 4.33603 -1.31138 -10.00440
H -3.71543 3.48925 -1.16977
H -0.43510 -1.88023 2.66616
H 1.54579 0.90426 -13.12548
H 4.89610 6.37036 10.40012
H 10.85988 -1.40210 -0.99328
H -7.08355 -4.71118 -1.16948
H -4.92400 -5.05276 1.98938
H 3.58799 -2.81374 -12.50392
C -3.29823 2.19068 -3.53940
O -3.46686 -1.88286 4.13709
C 10.08050 -1.89514 -0.37521
H -4.89959 -5.90355 6.67612
N -7.90508 -1.54123 -0.58570
H 1.98413 -3.57395 -1.56936
N -3.82794 -5.41263 3.83952
C -5.42822 -0.12355 -4.23155
H 4.30098 3.43556 6.30398
H 1.13425 -1.08639 -10.42609
H 7.89178 1.89933 2.71441
H 1.05828 -1.71376 -12.10019
H -7.89487 -4.18584 -2.64543
H 1.94665 -1.19802 0.74715
H 1.43668 2.04848 -10.30565
N 0.55191 0.27425 0.92127
```

The total charge is +3. Its LUMO energy is -0.156 hartree. As for the strongest force on any atom: 0.0977 Eh/bohr. The value obtained for the calculated total energy is -4358.36342 Eh. For the energy above the lowest of the compared OMol25 structures with the same formula, charge and spin, the calculation gives 13.7 kcal per mole.

Entry 6:
DFT (the ωB97M-V functional and the def2-TZVPD basis) results for 4 unconnected molecules or ions with the total composition C15H36N4O5.

Geometry as XYZ:
```
60
Properties=species:S:1:pos:R:3
C 4.79258 0.95503 2.14273
C 3.84039 1.78427 3.04813
H 1.74031 -0.88235 -3.48685
H -4.14478 4.79213 -0.14023
C 1.21318 0.79372 -2.36157
C 3.97120 0.45987 0.95784
H -4.96324 1.31162 1.43893
C 1.58952 -0.13532 1.83376
C -0.62676 -4.83757 0.22287
H 1.90616 1.49298 -2.82945
H -5.39825 4.73274 -1.37682
H 3.80414 -0.60202 0.77733
H 0.37888 -4.21473 -1.47944
O -1.78746 -0.35976 0.42507
C 2.01316 1.47079 -0.09598
C 1.63918 0.22994 -1.03751
C -4.43307 4.32201 -1.08043
C 2.65396 2.17321 2.19606
O -2.73417 -0.07678 -1.48183
O -5.32683 2.16732 -1.47465
H 1.17947 2.09471 0.22618
H 0.35402 1.39563 -2.06550
H 5.20539 0.12078 2.70994
N 2.54953 0.96019 1.24145
O -0.90066 -5.98180 0.45462
H 1.69389 2.37700 2.67021
H 0.43348 0.11166 -4.28898
H -0.64974 -4.26782 2.26140
H -1.08444 -5.92959 -2.32719
H 4.40550 1.06373 0.16108
O -1.30043 -1.60765 -1.17855
H -3.31258 1.40830 2.07590
H 0.73664 -3.57486 1.38389
H 0.06498 -1.00277 -2.97082
C -1.59626 -4.97327 -2.21958
N -0.60612 -4.26394 -1.26159
H 2.74088 2.15869 -0.52648
N -1.99245 -0.70178 -0.71456
H -4.31515 2.91432 1.80208
H 4.31344 2.71533 3.36030
H -1.69172 -4.28025 -3.05548
H 1.53967 -1.00046 1.17258
C -4.05467 1.91349 1.45770
H -2.57033 -5.22663 -1.80114
H -3.67226 4.52113 -1.83516
N -3.56538 2.14671 0.02227
H -0.96883 -3.32324 -1.20139
H 2.86922 3.07651 1.62525
H -3.30326 1.27351 -0.41238
C -0.32714 -3.80589 1.32831
H -0.92553 -2.90802 1.17383
H 2.51673 -0.40768 -1.14440
H 0.57864 0.25857 1.93902
H 3.44156 1.34889 3.96437
C 0.81637 -0.31744 -3.36304
C -4.47689 2.83576 -0.92925
H 0.84519 -0.41207 -0.65607
H -2.64418 2.56041 0.00353
H 1.92679 -0.47269 2.81382
H 5.61880 1.62537 1.90587
```

The total charge is +2. Its LUMO energy is -0.183 hartree. As for the strongest force on any atom: 0.0762 Eh/bohr. The value obtained for the calculated total energy is -1187.64027 Eh. For the energy above the lowest of the compared OMol25 structures with the same formula, charge and spin, the calculation gives 33.3 kcal per mole.